Record 1
{"formula": "C3H5NO2", "method": "ωB97M-V with the def2-TZVPD basis set", "elements": ["N", "C", "H", "O", "C", "C", "O", "H", "H", "H", "H"], "xyz": [[2.26, -0.50, 0.07], [-0.90, 0.74, 0.24], [-2.65, -0.17, 0.97], [1.64, 1.69, -0.15], [-2.15, -0.05, 0.00], [1.39, 0.53, -0.07], [0.10, -0.03, -0.18], [1.93, -1.45, 0.09], [-2.02, -1.03, -0.48], [-2.83, 0.57, -0.59], [3.24, -0.30, 0.10]], "gap_ev": 9.48, "relative_energy_kcal_mol": 61.6, "total_energy_ev": -8775.0229, "homo_ev": -8.7}

***

Record 2
{"formula": "C6H9NO5Sr", "method": "ωB97M-V with the def2-TZVPD basis set", "elements": ["H", "O", "H", "H", "C", "C", "C", "O", "O", "C", "H", "H", "Sr", "H", "H", "C", "C", "N", "O", "H", "H", "O"], "xyz": [[-0.74, -2.19, -0.50], [-0.26, 2.13, 2.72], [0.89, 2.38, -0.12], [-2.03, -0.78, 1.60], [-0.72, -1.80, 0.51], [0.73, 1.58, 0.60], [0.41, -0.82, 0.74], [-0.88, -0.14, -2.60], [-1.57, 2.06, 0.89], [0.30, -0.64, -2.43], [1.36, -1.35, 0.64], [1.34, 1.13, -1.82], [-2.13, 0.77, -0.92], [-0.63, -2.65, 1.20], [1.64, 1.46, 1.20], [-0.44, 1.98, 1.52], [1.13, 0.15, -1.39], [0.39, 0.36, -0.14], [-2.01, -1.17, 0.72], [0.37, -0.47, 1.77], [2.08, -0.37, -1.22], [0.76, -1.63, -2.96]], "gap_ev": 8.31, "total_energy_ev": -18934.0846, "homo_ev": -9.1}